(1)
Computed, not measured: a cluster of 3 separate species, C3H12NOS in total, with ωB97M-V with the def2-TZVPD basis set.

Geometry as XYZ:
```
18
Properties=species:S:1:pos:R:3:forces:R:3:lowdin_charge:R:1
S -0.69111 -4.40460 -0.76837 0.14 1.87 -0.36 0.90
O -1.50789 4.02624 -0.33755 3.58 -2.52 0.98 0.01
N 0.64838 1.84326 1.07492 -0.87 -3.39 -3.26 0.34
C -0.10298 -1.32557 -0.94895 -1.66 -4.58 -3.59 0.17
C 1.18056 0.49732 1.26692 -2.42 -0.27 1.97 -0.02
C 0.22276 -2.56626 -0.26584 -2.59 2.48 1.42 -0.37
H 1.33832 2.52197 0.93373 1.18 2.24 0.46 0.14
H -1.12037 -0.93905 -0.66459 1.35 0.47 0.02 0.13
H -0.29256 -2.39578 0.67857 0.08 -0.84 0.46 0.06
H -0.96568 -3.94995 -2.00648 -0.11 -0.38 -0.10 -0.12
H -0.12373 1.86978 0.34023 0.38 0.91 1.59 0.17
H 1.12210 -3.05235 -0.09049 2.26 -0.30 -0.60 0.05
H 0.29563 -0.18737 1.40743 0.84 0.73 0.04 0.10
H 1.75325 0.48825 2.19375 0.41 -0.11 -0.16 0.13
H 1.74333 0.06657 0.43702 0.49 0.74 -0.39 0.12
H 0.17505 -1.21677 -2.08813 0.30 0.74 2.42 0.16
H -1.30322 4.57501 -1.04957 0.35 1.52 -1.79 0.03
H -2.37183 4.14931 -0.11260 -3.73 0.70 0.89 0.00
```
Forces are in eV/Å.

Results
Multiplicity: 2
Charge: +2
Highest occupied orbital energy (spin up / spin down), eV: -17.87 / -17.86
Total energy, eV: -17653.7862
Energy relative to the best compared isomer or geometry (same formula, charge and spin), kJ/mol: 532.19
Orbital gap (spin up / spin down), eV: 5.87 / 5.57

***

(2)
Computed, not measured: a structure of composition C2H6ORb, with ωB97M-V with the def2-TZVPD basis set.

Geometry as XYZ:
```
10
Properties=species:S:1:pos:R:3:forces:R:3:lowdin_charge:R:1
Rb -0.88641 3.50787 0.81996 -0.03 0.07 0.03 0.16
O -0.03045 1.06920 -0.37705 0.29 1.40 -1.24 -0.28
C -0.40530 -0.28642 -0.48204 -0.70 0.88 1.61 -0.33
C 0.41637 -0.96287 0.59286 -0.28 -1.81 -1.40 -0.08
H 1.42753 -0.79547 0.22187 0.29 -0.38 0.47 0.08
H 0.12743 -1.99896 0.41643 0.64 -0.61 0.56 0.07
H -1.48785 -0.24116 -0.36314 -0.06 -0.69 0.26 0.11
H 0.67293 1.16855 -1.02280 0.26 0.59 0.04 0.07
H -0.20011 -0.70242 -1.46842 0.15 -0.06 0.04 0.12
H 0.36582 -0.75830 1.66229 -0.55 0.60 -0.37 0.08
```
Forces are in eV/Å.

Results
Multiplicity: 2
Charge: 0
Highest occupied orbital energy (spin up / spin down), eV: -3.40 / -10.89
Total energy, eV: -4871.8039
Energy relative to the best compared isomer or geometry (same formula, charge and spin), kJ/mol: 16.19
Orbital gap (spin up / spin down), eV: 3.56 / 11.14

***

(3)
Computed, not measured: a structure of composition C59H49AsN3O2P2PdS2, with ωB97M-V with the def2-TZVPD basis set.

Geometry as XYZ:
```
119
Properties=species:S:1:pos:R:3:forces:R:3:lowdin_charge:R:1
Pd -1.20668 -0.29603 0.15882 -1.33 -1.88 1.76 0.25
As 2.32814 -0.18322 -1.78216 -0.27 -0.96 -0.59 1.56
S -0.96983 -0.58280 -2.19518 0.38 1.57 0.22 0.72
S -2.66949 -0.38416 2.01998 -0.42 1.31 -1.67 0.86
P -2.09559 -2.57156 0.03957 -0.08 1.13 -0.42 1.03
P -1.01031 1.89192 1.23120 0.13 -0.14 -1.17 1.10
O 1.84191 1.60671 3.10154 0.06 0.24 -0.23 0.12
O -3.79521 0.42110 1.51661 0.16 -0.30 0.43 -0.37
N 1.41016 2.37641 -0.00433 0.50 -0.25 0.11 -0.02
N 1.13065 2.44289 -2.35169 0.08 -0.12 0.64 0.15
N 1.57825 3.91001 2.62910 0.21 0.15 -0.23 -0.02
C 0.13186 -1.60041 -3.02792 0.55 -0.38 -0.47 -0.66
C 5.04369 1.32700 -4.44627 -0.21 -0.06 -0.02 -0.03
C 6.30561 0.77553 -2.45185 0.04 -0.03 -0.01 -0.03
C -3.65753 4.92818 0.59951 0.00 0.01 0.10 -0.04
C -3.53436 -2.52824 -1.04592 -0.03 -0.33 -0.12 -0.36
C 1.48442 2.56855 2.46823 -0.06 -0.04 0.31 -0.49
C -0.43842 -2.55930 -3.88582 0.33 0.19 0.39 -0.11
C 2.32521 -2.11248 -3.93331 0.25 -0.37 -0.67 -0.07
C -1.99207 0.47375 3.39852 0.25 -0.37 0.11 -0.34
C -1.36320 1.65768 3.00353 -0.02 0.05 0.02 -0.32
C -4.10846 -2.15386 3.53905 -0.06 -0.16 -0.17 -0.04
C -0.95804 2.52980 3.99793 -0.14 0.11 0.29 -0.05
C 1.53815 -1.38775 -3.06425 -1.27 0.15 0.14 -0.36
C -5.23627 -1.31335 -2.24183 -0.06 -0.07 -0.01 -0.04
C -5.26586 -3.72141 -2.23194 -0.01 0.01 -0.02 -0.04
C 0.63526 2.73933 1.17806 0.15 -0.22 0.08 -0.35
C -1.15757 2.20373 5.33926 0.07 0.10 -0.06 0.00
C 1.73310 -1.31011 0.81556 0.24 -0.26 0.31 -0.13
C 2.33066 4.72240 3.57753 -0.24 -0.17 -0.03 0.03
C -4.06864 -4.51029 3.02229 0.04 -0.03 -0.06 -0.01
C 3.11552 -2.93043 1.93920 0.00 0.06 -0.03 -0.04
C -3.23921 -4.28873 1.92910 -0.17 -0.13 0.20 -0.04
C 0.74393 -6.00433 -0.88911 0.05 -0.04 0.00 -0.04
C 3.77362 3.14851 0.35951 0.28 0.54 -0.09 -0.02
C -4.09956 -1.32034 -1.44793 -0.14 -0.04 0.00 -0.13
C -1.73245 0.99813 5.69893 -0.01 -0.07 0.04 -0.01
C 0.89925 4.48291 -1.00843 0.06 0.79 0.10 0.04
C 0.70969 4.26188 1.48372 0.21 0.10 0.28 -0.13
C -2.58188 2.81716 -0.84591 0.01 0.06 0.01 -0.11
C -2.21728 3.00357 0.48657 -0.03 0.14 0.26 -0.37
C 6.25282 1.25464 -3.75981 0.04 -0.03 0.09 -0.01
C -3.46577 3.69346 -1.45685 0.02 -0.01 0.02 -0.05
C 1.11334 3.19113 -1.14715 0.33 -0.98 -0.16 -0.34
C -1.01952 -3.92102 -0.38320 0.33 -0.16 -0.05 -0.36
C -4.52013 -3.44949 3.80370 -0.04 -0.03 0.06 -0.01
C 2.72169 5.45503 0.29226 -0.51 0.28 -0.08 -0.02
C -3.23316 -1.96669 2.47246 0.18 -0.07 0.50 -0.36
C 3.87802 0.90532 -3.83068 0.33 0.04 -0.15 -0.10
C 3.74771 4.61574 0.23806 0.32 -0.57 -0.02 -0.06
C 0.36775 -3.31492 -4.71625 0.16 0.14 -0.06 -0.03
C 2.82550 2.21802 0.31583 -0.40 0.04 -0.22 -0.12
C -2.77318 4.05271 1.21390 -0.11 0.13 0.00 -0.08
C -0.02825 -4.24618 0.54964 -0.05 -0.17 -0.08 -0.09
C -2.15060 0.10080 4.72076 0.04 0.29 0.02 -0.02
C -1.11080 -4.63319 -1.57947 0.11 -0.10 0.11 -0.09
C 1.98586 -2.12371 1.90879 0.17 -0.07 0.11 -0.07
C 1.73807 -3.09137 -4.74418 0.36 0.17 0.16 -0.02
C -4.14209 -3.73242 -1.42231 -0.07 0.00 0.08 -0.09
C 0.85247 -5.28217 0.29512 -0.01 0.04 -0.03 -0.05
C -2.83451 -2.99332 1.63994 0.23 -0.28 -0.01 -0.33
C 3.94595 0.39646 -2.52753 -0.30 0.25 0.09 -0.38
C -5.80976 -2.51153 -2.64844 0.02 0.03 -0.01 -0.04
C 3.98601 -2.94618 0.85565 -0.14 0.05 -0.02 -0.03
C 3.74545 -2.13029 -0.24193 0.20 0.08 -0.04 -0.08
C 2.62729 -1.29315 -0.24562 -0.46 0.24 0.54 -0.34
C 5.14791 0.36921 -1.81523 0.14 0.18 0.03 -0.09
C -3.99802 4.75251 -0.73472 -0.04 0.04 -0.02 -0.04
C 1.23145 5.14042 0.33060 0.12 -0.23 -0.27 -0.18
C -0.23592 -5.68595 -1.81784 -0.03 0.05 -0.04 -0.04
H 4.42474 -2.15892 -1.08058 0.06 0.00 -0.05 0.11
H 5.18672 0.03744 -0.78746 -0.03 -0.02 0.03 0.11
H -2.18661 1.98298 -1.40835 0.11 -0.11 -0.08 0.05
H 2.96034 6.51107 0.20558 -0.06 -0.04 0.08 0.12
H 1.42094 -6.82815 -1.08157 -0.04 0.03 0.01 0.12
H 7.16210 1.59031 -4.24157 -0.01 -0.01 0.00 0.13
H -1.51410 -2.67365 -3.90810 0.00 0.01 0.05 0.11
H -4.38958 -5.51891 3.25137 0.01 0.04 0.01 0.13
H 3.08677 1.23023 0.66814 -0.05 -0.20 -0.09 0.09
H -0.07349 -4.05583 -5.37199 0.02 0.06 0.00 0.13
H 0.81897 -0.73096 0.83620 0.17 0.41 -0.12 0.03
H -4.09116 5.74203 1.16729 0.01 -0.04 -0.02 0.12
H -2.92776 -5.11661 1.30420 -0.01 0.01 0.01 0.12
H 3.24829 5.09590 3.13058 0.04 0.02 -0.04 0.09
H 2.57801 4.10686 4.44089 -0.02 -0.03 -0.03 0.10
H 1.00327 2.99672 -3.18683 0.09 0.05 -0.14 0.12
H 2.93448 0.96815 -4.35888 -0.02 -0.01 0.02 0.11
H 3.38838 -1.92163 -4.00064 0.02 -0.09 -0.02 0.11
H -3.75895 -4.68432 -1.06980 0.00 0.08 -0.06 0.11
H 0.50920 1.64805 -2.32463 -0.63 0.05 -0.06 -0.02
H 1.30350 -2.11588 2.75168 0.04 0.04 -0.04 0.12
H -0.45458 3.45636 3.75365 -0.13 -0.06 0.07 0.11
H 0.71182 6.09177 0.39819 -0.06 0.04 -0.07 0.14
H -1.87306 -4.39634 -2.30621 0.01 0.01 0.01 0.09
H -0.33120 -6.26722 -2.72754 0.03 0.05 0.04 0.12
H -1.86231 0.74689 6.74311 0.05 -0.01 -0.01 0.13
H 4.86315 -3.58153 0.86745 -0.06 0.01 -0.05 0.13
H 1.72478 5.56592 3.90547 -0.04 0.01 0.01 0.10
H -0.24814 4.67029 1.81503 0.02 0.03 0.05 0.13
H -5.67824 -0.36989 -2.53730 0.02 -0.05 0.01 0.12
H 0.63457 5.10696 -1.85519 -0.05 -0.03 0.11 0.14
H 1.61523 -5.53621 1.02062 -0.04 -0.01 -0.02 0.12
H -2.57852 -0.84882 5.00191 0.00 0.02 -0.02 0.11
H -6.68931 -2.50515 -3.28089 0.04 0.01 0.04 0.12
H 7.25117 0.72625 -1.92748 -0.02 0.03 -0.03 0.13
H -5.19405 -3.63292 4.63055 0.01 -0.03 -0.04 0.13
H -3.69216 -0.37733 -1.12015 0.13 0.13 0.05 0.06
H 4.75804 2.74752 0.58927 -0.05 0.06 0.04 0.12
H 3.31869 -3.55073 2.80349 0.01 0.04 -0.01 0.13
H -5.71840 -4.65734 -2.53511 -0.01 0.05 0.04 0.12
H 5.01148 1.71751 -5.45517 0.02 -0.02 0.03 0.13
H -2.54182 4.18397 2.26615 -0.01 -0.01 -0.05 0.11
H -4.48306 -1.32425 4.12380 0.02 -0.02 -0.04 0.13
H -0.82352 2.89011 6.10792 -0.05 -0.02 -0.04 0.13
H -4.69421 5.43443 -1.20753 0.04 -0.03 0.02 0.12
H 4.72798 5.07581 0.17220 -0.01 -0.10 -0.01 0.12
H -3.74773 3.54826 -2.49230 0.02 -0.02 0.04 0.12
H 2.36153 -3.66558 -5.41851 0.02 0.03 0.09 0.13
H 0.04108 -3.70583 1.48410 -0.07 -0.01 0.00 0.09
```
Forces are in eV/Å.

Results
Charge: +3
Highest occupied orbital energy (spin up / spin down), eV: -14.92 / -14.88
Total energy, eV: -175082.5509
Orbital gap (spin up / spin down), eV: 4.02 / 3.94

***

(4)
Computed, not measured: a cluster of 2 separate species, C4H13N3O in total, with ωB97M-V with the def2-TZVPD basis set.

Geometry as XYZ:
```
21
Properties=species:S:1:pos:R:3:forces:R:3:lowdin_charge:R:1
O -1.40806 -3.22128 1.88308 -0.07 -0.53 0.17 -0.12
N 0.39032 0.71280 -0.94395 -0.13 0.31 0.29 -0.25
N 0.54716 1.20514 0.36696 0.41 -0.08 0.00 -0.10
N 0.91210 -0.59574 -0.99947 0.56 -0.20 -0.04 -0.13
C -0.62966 1.91407 0.82227 -0.12 0.02 -0.05 -0.11
C -1.22358 -1.86549 1.54567 0.15 0.25 -0.25 -0.19
C 0.97810 1.54551 -1.97209 0.10 -0.02 -0.03 -0.07
C 0.11430 -1.58628 -1.20597 -0.07 -0.29 -0.54 0.01
H 0.69165 -2.53025 -1.20282 0.25 0.27 0.12 0.02
H 0.52084 2.53175 -1.92187 0.02 0.01 0.01 0.08
H -0.50232 2.13862 1.87978 -0.05 0.05 0.04 0.08
H 0.75491 1.10547 -2.94200 0.04 0.03 -0.03 0.08
H 1.93469 -0.63598 -0.82394 -0.56 -0.06 -0.03 0.15
H -1.47997 1.24819 0.69572 -0.07 0.07 0.07 0.08
H -0.66427 -3.72778 1.54766 -0.02 0.01 -0.01 0.07
H 2.07037 1.64734 -1.86004 -0.01 0.02 -0.01 0.08
H -0.82308 2.84777 0.27807 -0.04 -0.04 0.02 0.07
H -1.04277 -1.73368 0.46520 -0.29 0.05 0.42 0.01
H 1.38823 1.77476 0.46980 -0.10 -0.07 -0.18 0.11
H -0.38756 -1.42386 2.09641 0.01 0.10 0.05 0.07
H -2.14142 -1.35109 1.82151 -0.01 0.10 -0.02 0.08
```
Forces are in eV/Å.

Results
Charge: 0
Highest occupied orbital energy, eV: -8.27
Total energy, eV: -10871.7738
Energy relative to the best compared isomer or geometry (same formula, charge and spin), kJ/mol: 569.62
Orbital gap, eV: 9.10